# 1
A cluster of 2 separate species, C17H17ClF3NO2S in total at a distorted geometry. Source: the Open Molecules 2025 dataset; level of theory: ωB97M-V/def2-TZVPD.

As for the orbital gap: 5.404 eV. The calculation puts the HOMO energy at -0.2585 hartree. The LUMO energy comes out at -1.6 eV. The net charge is 0. The energy above the lowest of the compared OMol25 structures with the same formula, charge and spin comes out at 116.0 kJ/mol. The total energy is -2021.09117 a.u.

Cartesian coordinates (Å):
C (1.6592, -0.8628, -2.5662)
N (0.2603, -1.2935, -2.3931)
C (-0.3748, -1.9767, -3.4829)
C (-0.4295, -0.7974, -1.3829)
C (-1.8398, -1.0237, -1.2041)
C (-2.4543, -2.3064, -1.3185)
C (-3.8349, -2.3931, -1.4709)
C (-4.6184, -1.2495, -1.2965)
C (-6.1360, -1.3887, -1.3176)
F (-6.7477, -0.4443, -0.5531)
F (-6.5926, -1.2607, -2.6050)
F (-6.5476, -2.5951, -0.8343)
C (-4.0426, -0.0005, -1.0542)
C (-2.6567, 0.0951, -0.9615)
H (2.1295, -1.5303, -3.3107)
H (1.6684, 0.1909, -2.9022)
H (2.1775, -0.8595, -1.5965)
H (0.3697, -2.0701, -4.2891)
H (-0.7435, -2.9873, -3.2394)
H (-1.2513, -1.4299, -3.8587)
H (0.0964, 0.0111, -0.9024)
H (-1.8399, -3.2157, -1.2753)
H (-4.2881, -3.3334, -1.7728)
H (-4.6547, 0.9028, -0.9760)
H (-2.1586, 1.0258, -0.6511)
Cl (0.1936, 1.7167, 0.7905)
C (0.8413, 0.1591, 1.2401)
S (2.5622, 0.2910, 1.4469)
C (3.1757, 1.5831, 2.5722)
C (3.5041, 2.8745, 2.1132)
C (4.1904, 3.7709, 2.9520)
C (4.4650, 3.4036, 4.2879)
C (4.0362, 2.1597, 4.7920)
C (3.3606, 1.2738, 3.9357)
O (2.9888, -0.9550, 2.0581)
O (3.1216, 0.6654, 0.1595)
H (0.3882, -0.3106, 2.1339)
H (3.2525, 3.1563, 1.0861)
H (4.5287, 4.7450, 2.5623)
H (4.9986, 4.0916, 4.9447)
H (4.2390, 1.8603, 5.8346)
H (3.0034, 0.3075, 4.3053)

Here are the Mulliken charges for atoms 1 to 6, given in e: atom 1 (C): -0.78, atom 2 (N): 0.22, atom 3 (C): -0.89, atom 4 (C): -0.24, atom 5 (C): 0.41, atom 6 (C): -0.51


# 2
A structure of composition C41H33F3LuN5P at a distorted geometry. Source: the Open Molecules 2025 dataset; level of theory: ωB97M-V/def2-TZVPD.

As for the orbital gap: 6.412 eV. The calculation puts the HOMO energy at -0.3762 hartree. The LUMO energy comes out at -3.8 eV. The net charge is +1. The energy above the lowest of the compared OMol25 structures with the same formula, charge and spin comes out at 75.7 kJ/mol. The total energy is -3732.31157 a.u.

Cartesian coordinates (Å):
Lu (0.3636, 0.7343, -1.3429)
C (-1.6291, -4.2432, -0.2653)
C (-1.3859, -3.5349, -1.4304)
C (-0.4439, -2.5224, -1.4470)
C (0.3025, -2.2274, -0.3016)
C (0.0368, -2.9372, 0.8735)
C (-0.9278, -3.9254, 0.8871)
N (1.2608, -1.1980, -0.3311)
C (2.4998, -1.4759, 0.0806)
C (3.0007, -2.8080, 0.1913)
C (4.2710, -3.0782, 0.6053)
C (5.1636, -2.0417, 0.9586)
C (4.7457, -0.7540, 0.8728)
C (3.4340, -0.4154, 0.4336)
N (3.2038, 0.8886, 0.4267)
N (2.1209, 1.3747, -0.1186)
C (1.9746, 2.7427, -0.0293)
C (2.7924, 3.6105, 0.6975)
C (2.5058, 4.9586, 0.6523)
C (1.4235, 5.4032, -0.1017)
C (0.6515, 4.4682, -0.7706)
N (0.9071, 3.1628, -0.7378)
H (-2.3463, -5.0481, -0.2556)
H (-1.9298, -3.7760, -2.3311)
H (-0.2258, -2.0094, -2.3768)
H (0.5919, -2.6990, 1.7685)
H (-1.1333, -4.4508, 1.8062)
H (2.3497, -3.6111, -0.1219)
H (4.6149, -4.1009, 0.6456)
H (6.1740, -2.2790, 1.2559)
H (5.3959, 0.0767, 1.0977)
H (3.6148, 3.2104, 1.2669)
H (3.1166, 5.6603, 1.1980)
H (1.1911, 6.4557, -0.1642)
H (-0.2031, 4.7725, -1.3602)
F (0.3662, 1.8691, -3.2547)
C (-1.0349, 1.6711, -3.2685)
F (-1.3424, 2.1803, -1.9852)
F (-1.0551, 0.2604, -2.9148)
C (3.5010, -1.8106, -4.9576)
C (2.1590, -1.6091, -5.2384)
C (1.3738, -0.9322, -4.3203)
N (1.8360, -0.4387, -3.1653)
C (3.1397, -0.6076, -2.9250)
C (3.9965, -1.2928, -3.7705)
H (4.1426, -2.3466, -5.6427)
H (1.7219, -1.9712, -6.1541)
H (0.3246, -0.7747, -4.5334)
H (3.5221, -0.1721, -2.0115)
H (5.0334, -1.4150, -3.5002)
C (-3.3896, 4.7300, 1.7379)
C (-3.7904, 4.0626, 0.5935)
C (-3.2642, 2.8207, 0.2871)
C (-2.3171, 2.2360, 1.1229)
C (-1.8954, 2.9279, 2.2575)
C (-2.4453, 4.1549, 2.5720)
P (-1.4817, 0.6414, 0.7264)
C (-1.1044, 0.0633, 2.4167)
C (-2.1088, -0.0857, 3.3744)
C (-1.7998, -0.5832, 4.6269)
C (-0.4911, -0.9169, 4.9431)
C (0.5178, -0.7097, 4.0181)
C (0.2121, -0.2216, 2.7588)
C (-2.8240, -0.4998, 0.1916)
C (-3.2232, -1.6058, 0.9350)
C (-4.1813, -2.4736, 0.4406)
C (-4.7084, -2.2855, -0.8243)
C (-4.3038, -1.1998, -1.5818)
C (-3.3772, -0.3084, -1.0756)
H (-3.8064, 5.6951, 1.9758)
H (-4.5163, 4.5035, -0.0721)
H (-3.6140, 2.3094, -0.5955)
H (-1.1484, 2.4936, 2.9075)
H (-2.1313, 4.6594, 3.4727)
H (-3.1257, 0.1940, 3.1327)
H (-2.5821, -0.7104, 5.3599)
H (-0.2585, -1.3309, 5.9122)
H (1.5432, -0.9297, 4.2721)
H (0.9976, -0.0554, 2.0332)
H (-2.7883, -1.7980, 1.9023)
H (-4.5139, -3.2991, 1.0509)
H (-5.4295, -2.9819, -1.2208)
H (-4.7077, -1.0416, -2.5699)
H (-3.1088, 0.5512, -1.6719)

Here are the Mulliken charges for atoms 1 to 6, given in e: atom 1 (Lu): 2.51, atom 2 (C): -0.52, atom 3 (C): -0.77, atom 4 (C): 0.35, atom 5 (C): -1.24, atom 6 (C): 0.54


# 3
A structure of composition C7H10O3 at a distorted geometry. Source: the Open Molecules 2025 dataset; level of theory: ωB97M-V/def2-TZVPD.

As for the orbital gap: 9.186 eV. The calculation puts the HOMO energy at -0.3117 hartree. The LUMO energy comes out at 0.7 eV. The net charge is 0. The energy above the lowest of the compared OMol25 structures with the same formula, charge and spin comes out at 597.7 kJ/mol. The total energy is -498.21503 a.u.

Cartesian coordinates (Å):
C (-0.6935, -1.0008, -0.5129)
C (0.2216, 1.3746, -0.2096)
C (-0.3038, 0.0908, 0.3652)
C (0.7037, -1.1486, -0.8228)
C (-0.8359, 2.4163, -0.5652)
C (-0.8777, 0.0510, 1.7031)
C (1.4231, -2.4147, -0.4324)
O (-1.5155, -1.8538, -0.3450)
O (0.8393, 1.0212, -1.4633)
O (1.5367, -0.2238, -1.3881)
H (1.0454, 1.8077, 0.3125)
H (-1.6754, 1.8174, -1.1371)
H (-0.3289, 3.1289, -1.0719)
H (-1.2827, 2.7645, 0.2385)
H (-0.0458, 0.1241, 2.5347)
H (-1.5878, -0.8627, 1.8992)
H (-1.5461, 1.0817, 1.8165)
H (2.0232, -2.7397, -1.1946)
H (0.7154, -3.0561, -0.1692)
H (2.1847, -2.3778, 0.4426)

Here are the Mulliken charges for atoms 1 to 6, given in e: atom 1 (C): 0.44, atom 2 (C): 0.36, atom 3 (C): 0.31, atom 4 (C): 0.72, atom 5 (C): -1.57, atom 6 (C): -1.20


# 4
A structure of composition C22H22F6N5O3SYb at a distorted geometry. Source: the Open Molecules 2025 dataset; level of theory: ωB97M-V/def2-TZVPD.

As for the orbital gap (alpha / beta): 8.519 / 8.519 eV. The calculation puts the HOMO energy (alpha / beta) at -0.3085 / -0.3084 hartree. The LUMO energy (alpha / beta) comes out at 0.1 / 0.1 eV. As for the multiplicity: 2. The net charge is 0. The energy above the lowest of the compared OMol25 structures with the same formula, charge and spin comes out at 0.0 kJ/mol. The total energy is -3507.17172 a.u. The expectation value of S² is 0.751.

Cartesian coordinates (Å):
Yb (0.6832, 0.1175, 0.4477)
N (-1.3502, -1.0348, 1.5619)
N (-1.5896, -1.8518, 0.4357)
C (-1.5036, -1.2311, -0.8185)
O (-1.8241, -1.8358, -1.8157)
O (-0.9841, -0.0144, -0.7545)
H (-1.0955, -1.6146, 2.3502)
H (-2.1456, -0.4495, 1.7897)
H (-2.3129, -2.5546, 0.4834)
F (2.3228, 4.6195, 5.6100)
C (1.6927, 3.8692, 4.7008)
C (2.4019, 3.0064, 3.8876)
F (3.7289, 2.9143, 3.9952)
C (1.7169, 2.2529, 2.9606)
F (2.4159, 1.3991, 2.1640)
C (0.3392, 2.3049, 2.7705)
O (-0.2341, 1.5641, 1.8490)
C (-0.3463, 3.1806, 3.6106)
F (-1.6743, 3.3034, 3.5057)
C (0.3199, 3.9442, 4.5542)
F (-0.3739, 4.7753, 5.3347)
F (4.2942, -4.5744, 3.2091)
C (3.5369, -3.6309, 2.6023)
C (2.1947, -3.8785, 2.4130)
C (1.4300, -2.8936, 1.7926)
C (1.9589, -1.6768, 1.3444)
C (3.3284, -1.4983, 1.5842)
C (4.1327, -2.4543, 2.2014)
H (1.7717, -4.8218, 2.7353)
H (0.3821, -3.1271, 1.6223)
H (3.8218, -0.5702, 1.2962)
H (5.1896, -2.2971, 2.3772)
S (0.3392, 4.7850, -0.4319)
C (1.9984, 4.5647, -0.0901)
C (2.2990, 3.2466, -0.1359)
N (1.2324, 2.4149, -0.4235)
C (0.1422, 3.1184, -0.5985)
H (2.6564, 5.3910, 0.1267)
H (3.2730, 2.8210, 0.0563)
H (-0.8213, 2.6703, -0.8010)
C (1.8332, -1.8294, -1.9567)
C (2.4635, -2.2384, -3.3105)
N (2.9895, -1.0631, -4.0099)
C (1.8820, -0.1463, -4.2890)
C (1.1351, 0.2310, -2.9833)
N (1.8477, -0.3469, -1.8205)
C (3.2493, 0.1117, -1.8442)
C (3.9481, -0.3869, -3.1364)
H (2.3713, -2.2463, -1.1086)
H (0.7947, -2.1584, -1.8860)
H (1.7284, -2.7238, -3.9531)
H (3.2823, -2.9428, -3.1584)
H (1.2008, -0.6271, -4.9919)
H (2.2918, 0.7369, -4.7822)
H (0.1159, -0.1482, -2.9676)
H (1.0924, 1.3109, -2.8399)
H (3.7466, -0.2706, -0.9500)
H (3.2394, 1.2006, -1.7843)
H (4.7514, -1.0860, -2.8995)
H (4.3886, 0.4484, -3.6826)

Here are the Mulliken charges for atoms 1 to 6, given in e: atom 1 (Yb): 0.85, atom 2 (N): -0.55, atom 3 (N): -0.08, atom 4 (C): 0.37, atom 5 (O): -0.66, atom 6 (O): -0.38


Repeat the third record exactly.
A structure of composition C7H10O3 at a distorted geometry. Source: the Open Molecules 2025 dataset; level of theory: ωB97M-V/def2-TZVPD.

As for the orbital gap: 9.186 eV. The calculation puts the HOMO energy at -0.3117 hartree. The LUMO energy comes out at 0.7 eV. The net charge is 0. The energy above the lowest of the compared OMol25 structures with the same formula, charge and spin comes out at 597.7 kJ/mol. The total energy is -498.21503 a.u.

Cartesian coordinates (Å):
C (-0.6935, -1.0008, -0.5129)
C (0.2216, 1.3746, -0.2096)
C (-0.3038, 0.0908, 0.3652)
C (0.7037, -1.1486, -0.8228)
C (-0.8359, 2.4163, -0.5652)
C (-0.8777, 0.0510, 1.7031)
C (1.4231, -2.4147, -0.4324)
O (-1.5155, -1.8538, -0.3450)
O (0.8393, 1.0212, -1.4633)
O (1.5367, -0.2238, -1.3881)
H (1.0454, 1.8077, 0.3125)
H (-1.6754, 1.8174, -1.1371)
H (-0.3289, 3.1289, -1.0719)
H (-1.2827, 2.7645, 0.2385)
H (-0.0458, 0.1241, 2.5347)
H (-1.5878, -0.8627, 1.8992)
H (-1.5461, 1.0817, 1.8165)
H (2.0232, -2.7397, -1.1946)
H (0.7154, -3.0561, -0.1692)
H (2.1847, -2.3778, 0.4426)

Here are the Mulliken charges for atoms 1 to 6, given in e: atom 1 (C): 0.44, atom 2 (C): 0.36, atom 3 (C): 0.31, atom 4 (C): 0.72, atom 5 (C): -1.57, atom 6 (C): -1.20